(1)
Here is a cluster of 8 separate species, C30H45BClN2O22S in total from the Open Molecules 2025 dataset. Energies are from ωB97M-V with the def2-TZVPD basis set.

```
102
Properties=species:S:1:pos:R:3:forces:R:3:lowdin_charge:R:1
Cl 2.705 -0.932 -0.545 0.053 -0.271 0.080 0.30
B 2.197 0.948 -0.741 -0.635 0.440 0.172 -0.81
C 0.964 1.031 -1.814 0.529 -0.059 -0.002 -0.31
C 0.992 2.264 -2.720 -0.316 -0.673 -0.168 -0.24
C -0.196 2.302 -3.698 0.360 0.802 0.107 -0.22
C -1.038 3.572 -3.636 -0.144 -0.363 -0.036 -0.21
C -1.765 3.796 -2.295 -0.317 -0.069 -0.752 -0.19
C -3.222 4.223 -2.528 0.335 0.279 0.495 -0.26
C -4.118 4.163 -1.282 0.473 -0.075 -0.557 -0.45
S -5.134 2.677 -0.969 -0.472 0.458 -0.246 0.99
C -4.258 1.302 -1.536 0.505 0.001 0.275 -0.69
N -4.123 0.239 -0.825 -0.030 -0.087 0.177 0.06
N -3.409 -0.665 -1.592 0.063 -0.386 0.051 0.09
C -3.149 -0.073 -2.690 -0.112 0.223 -0.105 -0.18
O -3.670 1.174 -2.758 -0.108 0.258 0.076 0.03
H 3.168 1.588 -1.098 0.086 -0.205 -0.090 0.01
H 1.834 1.292 0.369 0.113 0.012 0.009 0.00
H -0.018 0.953 -1.338 -0.189 0.001 0.201 0.07
H 1.042 0.163 -2.475 -0.093 -0.175 -0.191 0.06
H 1.901 2.175 -3.306 0.351 0.348 0.027 0.10
H 1.038 3.175 -2.127 0.070 0.201 0.062 0.11
H 0.140 2.183 -4.728 0.107 -0.095 -0.106 0.10
H -0.838 1.467 -3.484 -0.444 -0.582 0.096 0.07
H -0.425 4.435 -3.886 0.136 0.180 -0.012 0.11
H -1.776 3.484 -4.434 -0.232 0.167 -0.122 0.09
H -1.739 2.888 -1.699 0.152 -0.138 0.188 0.11
H -1.255 4.594 -1.768 0.075 -0.035 0.488 0.11
H -3.195 5.273 -2.816 -0.075 0.161 -0.202 0.11
H -3.639 3.690 -3.371 -0.283 -0.271 -0.115 0.09
H -4.848 4.958 -1.374 -0.397 -0.019 0.167 0.06
H -3.516 4.376 -0.407 0.073 -0.104 0.265 0.08
H -2.586 -0.420 -3.527 0.240 -0.241 -0.319 0.11
C -3.081 -2.416 1.288 -0.136 0.028 -0.208 -0.10
C -2.151 -1.224 1.246 -0.030 -0.021 -0.216 -0.12
O -1.484 -1.332 2.513 0.019 0.103 -0.031 0.05
C -1.544 -2.608 2.928 -0.103 0.258 0.031 -0.59
O -0.948 -3.013 3.879 0.101 -0.334 0.075 0.14
O -2.372 -3.335 2.149 0.087 0.069 0.016 0.06
H -3.251 -2.859 0.310 0.126 -0.118 0.057 0.12
H -4.039 -2.181 1.749 0.019 0.055 0.035 0.10
H -1.407 -1.293 0.451 0.037 -0.033 0.020 0.13
H -2.673 -0.279 1.163 -0.022 0.048 0.199 0.11
C -8.662 -1.457 2.852 -0.092 -0.055 0.000 -0.12
C -7.711 -2.609 3.111 -0.073 -0.066 0.059 -0.12
O -6.519 -2.166 2.460 -0.048 -0.011 0.009 0.05
C -6.547 -0.810 2.384 -0.001 0.022 -0.010 -0.56
O -5.635 -0.134 2.051 0.020 0.007 0.082 0.17
O -7.772 -0.345 2.743 -0.040 -0.048 0.011 0.06
H -9.373 -1.296 3.658 0.072 0.139 0.040 0.13
H -9.205 -1.567 1.911 0.029 -0.020 -0.017 0.13
H -7.502 -2.748 4.173 -0.001 0.037 0.010 0.13
H -8.048 -3.551 2.686 0.121 0.004 -0.112 0.13
C 0.875 -3.083 -2.916 0.026 0.013 0.263 -0.11
C -0.192 -4.097 -2.559 0.182 -0.123 0.122 -0.11
O -1.357 -3.552 -3.195 -0.055 -0.043 0.025 0.06
C -0.948 -2.758 -4.202 0.105 0.061 -0.001 -0.59
O -1.681 -2.284 -5.022 -0.183 0.160 -0.025 0.12
O 0.376 -2.567 -4.166 0.039 -0.035 -0.010 0.07
H 1.860 -3.522 -3.048 0.008 0.077 -0.193 0.13
H 0.949 -2.269 -2.192 0.034 0.027 -0.059 0.07
H 0.002 -5.084 -2.985 -0.008 0.022 -0.030 0.13
H -0.348 -4.195 -1.488 -0.172 0.106 -0.016 0.13
C -3.326 0.815 -6.543 0.105 -0.022 0.130 -0.11
C -4.405 -0.178 -6.167 0.102 -0.142 0.102 -0.11
O -5.486 0.203 -7.030 0.043 0.044 0.008 0.06
C -4.966 0.845 -8.102 0.078 -0.002 0.060 -0.58
O -5.578 1.140 -9.076 -0.040 0.015 -0.056 0.16
O -3.651 1.106 -7.910 -0.053 0.005 0.028 0.06
H -2.321 0.409 -6.467 0.006 -0.034 -0.160 0.13
H -3.385 1.737 -5.962 -0.048 0.020 -0.005 0.13
H -4.122 -1.207 -6.391 0.063 -0.006 -0.007 0.13
H -4.706 -0.110 -5.127 -0.188 0.068 -0.037 0.12
C 1.637 -0.989 3.715 -0.290 -0.173 -0.007 -0.11
C 2.678 -2.015 4.110 -0.102 -0.057 0.068 -0.11
O 3.834 -1.570 3.388 0.003 0.054 0.045 0.05
C 3.675 -0.251 3.113 -0.071 0.027 -0.223 -0.60
O 4.537 0.451 2.683 0.203 0.004 0.137 0.13
O 2.440 0.162 3.433 0.116 0.036 0.055 0.07
H 0.931 -0.779 4.513 0.027 0.171 -0.020 0.13
H 1.087 -1.253 2.813 0.080 -0.042 -0.013 0.12
H 2.904 -1.984 5.179 0.000 0.026 -0.002 0.13
H 2.413 -3.030 3.830 0.104 0.013 -0.152 0.13
C 5.958 0.555 5.694 -0.104 0.051 -0.133 -0.10
C 6.912 -0.599 5.886 0.069 0.006 -0.123 -0.10
O 6.924 -0.750 7.315 -0.054 0.031 -0.045 0.06
C 5.771 -0.237 7.803 0.022 0.036 -0.080 -0.58
O 5.401 -0.356 8.927 -0.024 -0.015 0.072 0.15
O 5.098 0.433 6.839 0.080 -0.047 0.033 0.06
H 5.387 0.495 4.775 -0.091 0.017 0.069 0.10
H 6.458 1.526 5.737 0.033 -0.020 0.079 0.14
H 6.548 -1.525 5.436 -0.064 0.019 0.017 0.14
H 7.903 -0.383 5.506 0.116 -0.112 0.234 0.11
C 8.872 1.172 2.870 -0.213 0.105 -0.052 -0.11
C 9.629 0.887 1.590 -0.090 0.045 -0.083 -0.11
O 10.716 0.074 2.054 -0.034 0.037 0.004 0.06
C 10.344 -0.515 3.214 -0.036 0.034 -0.047 -0.57
O 10.949 -1.374 3.764 0.042 -0.046 0.051 0.17
O 9.179 0.017 3.664 0.105 0.091 -0.122 0.03
H 7.798 1.257 2.722 -0.028 -0.163 0.072 0.14
H 9.238 2.060 3.388 0.063 -0.020 -0.010 0.13
H 9.039 0.312 0.876 -0.026 -0.021 0.036 0.14
H 10.006 1.783 1.104 0.163 -0.045 0.040 0.13
```
Positions in Å, forces in eV/Å.

The calculation puts the energy at -103902.0024 eV. The net charge is -1. The calculation puts the LUMO energy at 1.715 eV. The calculation puts the HOMO energy at -5.54 eV. As for the spin multiplicity: 1. The calculation puts the frontier orbital gap at 7.25 eV.

=====

(2)
Here is a cluster of 2 separate species, C30H45BrClN3O2S in total in a non-equilibrium geometry from the Open Molecules 2025 dataset. Energies are from ωB97M-V with the def2-TZVPD basis set.

```
83
Properties=species:S:1:pos:R:3:forces:R:3:lowdin_charge:R:1
C 1.161 0.902 4.686 -0.795 0.171 0.000 -0.10
C -0.289 0.857 5.187 0.063 0.510 -0.554 -0.24
C -1.135 1.939 4.489 0.464 -0.396 -0.285 -0.17
C -1.580 1.448 3.109 -0.353 0.314 0.585 -0.18
O -1.797 2.531 2.214 -0.211 -0.088 -0.212 -0.08
N -0.756 2.585 1.225 0.127 0.127 0.039 -0.05
C -0.421 3.957 1.038 0.036 0.516 0.114 -0.16
C -1.298 4.828 0.391 -0.097 -0.555 0.100 -0.42
C -0.987 6.169 0.220 -0.046 -0.322 0.124 -0.09
C 0.221 6.651 0.701 -0.146 -0.471 -0.003 -0.09
C 1.096 5.776 1.337 0.080 0.295 -0.151 -0.58
Cl 2.625 6.388 1.897 -0.079 -0.007 -0.027 0.70
C 0.807 4.422 1.523 0.264 0.204 -0.005 -0.25
N 1.726 3.578 2.176 -0.367 -0.127 -0.233 0.01
C 2.883 3.108 1.373 -0.133 -0.059 0.207 -0.25
C 2.707 3.130 -0.135 -0.010 -0.114 0.060 -0.08
S -2.825 4.169 -0.224 0.075 0.124 -0.257 1.04
C -2.220 2.591 -0.772 0.249 0.124 0.450 -0.34
C -2.678 1.995 -1.948 -0.070 0.166 -0.013 -0.25
C -3.743 2.617 -2.804 -0.390 0.095 0.162 -0.21
C -5.185 2.135 -2.531 0.294 -0.232 -0.292 -0.73
C -5.291 0.690 -2.092 -0.282 0.347 0.113 -0.15
Br -6.121 3.279 -1.251 0.049 0.000 0.074 0.68
C -2.095 0.793 -2.342 0.410 -0.141 0.428 -0.03
C -1.102 0.202 -1.581 -0.142 0.114 0.000 -0.02
C -0.653 0.775 -0.395 0.052 0.258 0.247 -0.14
C 0.448 0.083 0.373 -0.169 -0.184 -0.537 -0.14
C 0.047 -1.318 0.885 0.947 0.423 -0.095 -0.16
C 1.194 -2.350 0.790 -0.851 -0.338 0.097 -0.19
C 1.002 -3.357 -0.351 0.692 0.227 -0.187 -0.20
C 1.649 -2.880 -1.670 -0.553 -0.447 -0.115 -0.26
N 0.848 -3.148 -2.886 0.338 0.272 0.280 0.00
C -1.220 1.982 0.012 -0.247 -0.421 -0.472 -0.15
H 1.497 1.933 4.734 0.337 0.105 0.124 0.07
H 1.815 0.265 5.270 0.175 -0.133 -0.053 0.07
H 1.175 0.611 3.637 0.267 -0.178 -0.127 0.05
H -0.312 1.000 6.261 -0.084 -0.127 0.211 0.10
H -0.742 -0.098 4.924 0.007 -0.318 0.380 0.10
H -0.538 2.834 4.320 0.046 0.194 0.205 0.11
H -1.999 2.202 5.088 -0.154 0.161 0.062 0.11
H -0.858 0.749 2.705 0.115 -0.068 -0.228 0.09
H -2.539 0.942 3.216 -0.070 -0.200 -0.157 0.13
H -1.699 6.788 -0.301 0.056 0.274 -0.056 0.10
H 0.478 7.687 0.558 0.158 0.120 0.075 0.10
H 1.206 2.776 2.503 0.022 -0.115 -0.075 0.07
H 3.766 3.664 1.672 0.151 0.154 -0.055 0.09
H 3.051 2.073 1.666 0.055 -0.090 0.187 0.10
H 2.721 4.133 -0.548 0.013 0.156 -0.044 0.07
H 1.776 2.653 -0.430 -0.213 -0.040 -0.018 0.06
H 3.508 2.549 -0.587 0.179 0.073 -0.106 0.08
H -3.548 2.403 -3.853 0.144 -0.198 -0.108 0.12
H -3.725 3.698 -2.714 0.079 0.173 0.015 0.08
H -5.737 2.255 -3.455 -0.221 0.193 -0.037 0.08
H -4.856 0.055 -2.860 0.138 -0.183 0.019 0.08
H -6.337 0.423 -1.969 -0.095 -0.091 -0.027 0.07
H -4.793 0.547 -1.138 0.156 -0.168 0.025 0.08
H -2.386 0.302 -3.258 -0.179 0.110 -0.168 0.12
H -0.650 -0.727 -1.903 -0.003 -0.110 -0.102 0.10
H 1.268 -0.044 -0.336 0.165 0.037 -0.009 0.11
H 0.810 0.731 1.162 0.068 0.008 0.185 0.08
H -0.231 -1.238 1.932 -0.429 0.000 0.052 0.09
H -0.792 -1.661 0.291 -0.305 -0.148 0.172 0.10
H 1.207 -2.910 1.723 0.209 -0.009 0.117 0.10
H 2.150 -1.848 0.677 0.216 0.033 0.123 0.11
H 1.470 -4.295 -0.062 -0.042 -0.191 0.002 0.10
H -0.055 -3.563 -0.507 -0.192 0.022 0.046 0.10
H 1.851 -1.814 -1.601 0.100 0.144 -0.038 0.09
H 2.602 -3.397 -1.778 0.226 0.152 0.023 0.09
H 0.684 -2.268 -3.352 -0.206 -0.122 -0.229 0.05
H -0.045 -3.562 -2.659 -0.079 0.045 0.023 0.06
C 2.099 -6.325 -3.083 0.098 -0.016 -0.013 -0.17
C 3.139 -7.437 -3.182 -0.080 -0.084 -0.011 -0.17
C 3.349 -7.792 -1.716 0.030 0.079 0.035 -0.21
O 2.102 -7.546 -1.059 0.018 0.043 -0.017 -0.14
C 1.236 -6.816 -1.931 -0.035 -0.138 -0.071 -0.20
H 1.531 -6.171 -3.997 -0.004 0.025 -0.007 0.11
H 2.581 -5.381 -2.824 -0.031 0.032 -0.017 0.09
H 2.726 -8.292 -3.722 0.015 -0.004 0.009 0.11
H 4.060 -7.134 -3.678 0.007 0.020 0.013 0.11
H 4.115 -7.155 -1.259 0.036 -0.020 -0.035 0.12
H 3.632 -8.834 -1.565 -0.032 -0.007 0.045 0.11
H 0.448 -7.490 -2.284 -0.018 0.039 -0.028 0.12
H 0.770 -6.004 -1.372 -0.010 -0.016 0.050 0.09
```
Positions in Å, forces in eV/Å.

The calculation puts the energy at -133804.0831 eV. The calculation puts the LUMO energy at 0.546 eV. The calculation puts the HOMO energy at -8.10 eV. Its SMILES is CCCCON1c2c(ccc(Cl)c2NCC)Sc2c(C[C@@H](C)Br)ccc(CCCCCN)c21.C1CCOC1. As for the spin multiplicity: 1. The calculation puts the frontier orbital gap at 8.65 eV.

=====

Which of these has the lowest energy?
C30H45BrClN3O2S